Below is a cluster of 3 separate species, C5H11NO2 in total in a non-equilibrium geometry, with properties calculated with ωB97M-V/def2-TZVPD.

Values from the calculation:
total charge: 0
HOMO-LUMO gap: 4.87 eV
HOMO: -7.95 eV
2S+1: 1
LUMO: -3.1 eV

Element x y z (Å)
O: 2.53 -1.74 0.29
C: 1.51 -2.42 0.43
C: 0.31 -1.97 1.05
C: 0.35 -0.54 1.42
C: -0.65 0.33 0.83
C: -1.10 0.20 -0.52
N: -1.72 1.10 -1.22
H: 1.50 -3.46 0.06
H: 1.49 1.12 -2.98
H: -0.36 -2.76 1.37
H: 0.42 -0.43 2.52
H: 1.34 -0.18 1.09
H: -1.03 1.22 1.37
H: -0.81 -0.77 -0.92
H: -1.64 2.53 -0.38
H: -2.23 0.69 -1.99
H: 2.02 0.62 -2.99
H: -0.50 3.26 0.24
O: -1.45 3.21 0.35

=====

Below is an isolated molecule of C7H10, with properties calculated with ωB97M-V/def2-TZVPD.

Values from the calculation:
total charge: 0
HOMO-LUMO gap: 10.53 eV
HOMO: -9.34 eV
2S+1: 1
LUMO: 1.2 eV
SMILES: C1[C@@H]2CC3(CC3)[C@H]12

Element x y z (Å)
C: -0.67 1.85 0.07
C: 0.58 1.41 -0.64
C: 0.38 0.05 -1.28
C: 0.05 -0.48 0.13
C: 0.55 -1.77 0.67
C: -0.93 -1.55 0.50
C: 0.26 0.90 0.75
H: -1.66 1.48 -0.20
H: -0.61 2.93 0.18
H: 1.34 2.15 -0.86
H: 1.30 -0.37 -1.70
H: -0.42 0.03 -2.03
H: 1.05 -2.44 -0.03
H: 0.96 -1.78 1.68
H: -1.43 -2.07 -0.31
H: -1.54 -1.41 1.39
H: 0.80 1.07 1.68

=====

Below is an isolated molecule of C3H5FO in a non-equilibrium geometry, with properties calculated with ωB97M-V/def2-TZVPD.

Values from the calculation:
total charge: 0
HOMO-LUMO gap: 10.07 eV
HOMO: -9.32 eV
2S+1: 1
LUMO: 0.7 eV
SMILES: OC/C=C\F

Element x y z (Å)
O: 1.45 1.51 -0.03
C: 0.14 1.08 -0.15
C: -0.12 -0.51 0.27
C: -0.72 -1.62 -0.31
F: -1.24 -1.74 -1.47
H: 1.41 1.82 1.02
H: -0.64 1.75 0.41
H: -0.09 1.04 -1.21
H: 0.52 -0.85 1.21
H: -0.71 -2.48 0.27

=====

Below is an isolated molecule of C2HBrCl2F2 in a non-equilibrium geometry, with properties calculated with ωB97M-V/def2-TZVPD.

Values from the calculation:
total charge: 0
HOMO-LUMO gap: 11.42 eV
HOMO: -10.97 eV
2S+1: 1
LUMO: 0.5 eV
SMILES: FC(F)(Cl)[C@H](Cl)Br

Element x y z (Å)
F: 0.41 0.32 1.83
C: 0.40 0.52 0.36
F: -0.05 1.75 0.16
Cl: 2.04 0.42 -0.15
C: -0.40 -0.58 -0.35
Cl: -0.26 -0.58 -2.13
Br: -2.25 -0.45 0.16
H: 0.12 -1.39 0.13

=====

Below is a cluster of 2 separate species, C23H26N4O in total in a non-equilibrium geometry, with properties calculated with ωB97M-V/def2-TZVPD.

Values from the calculation:
total charge: 0
HOMO-LUMO gap: 3.24 eV
HOMO: -5.60 eV
2S+1: 1
LUMO: -2.4 eV

Element x y z (Å)
C: 1.78 3.95 -0.01
N: 1.51 2.53 -0.20
C: 2.52 1.64 -0.48
O: 3.69 1.89 -0.59
C: 1.87 0.27 -0.59
C: 2.43 -0.71 0.45
C: 3.90 -0.97 0.29
C: 4.80 -0.62 1.28
C: 6.15 -0.81 1.11
C: 6.62 -1.36 -0.07
C: 5.74 -1.72 -1.07
C: 4.38 -1.53 -0.89
N: 0.40 0.47 -0.42
C: -0.55 -0.50 -0.50
C: -1.89 -0.24 -0.33
C: -2.93 -1.14 -0.35
C: -4.29 -0.78 -0.16
C: -5.28 -1.78 -0.21
C: -6.60 -1.46 -0.03
C: -6.98 -0.15 0.21
C: -6.02 0.85 0.28
C: -4.70 0.54 0.09
C: 0.14 1.93 -0.16
C: -0.44 2.14 1.24
C: -0.68 2.55 -1.29
H: 2.85 4.13 -0.08
H: 1.27 4.54 -0.76
H: 1.44 4.26 0.98
H: 2.04 -0.11 -1.61
H: 2.23 -0.30 1.45
H: 1.88 -1.65 0.40
H: 4.43 -0.18 2.19
H: 6.84 -0.53 1.88
H: 7.68 -1.50 -0.21
H: 6.11 -2.14 -1.99
H: 3.69 -1.81 -1.66
H: -0.24 -1.51 -0.70
H: -2.16 0.78 -0.14
H: -2.69 -2.18 -0.50
H: -4.99 -2.80 -0.40
H: -7.35 -2.23 -0.08
H: -8.02 0.09 0.35
H: -6.32 1.87 0.47
H: -3.97 1.33 0.15
H: 0.26 1.75 1.98
H: -0.60 3.19 1.44
H: -1.38 1.62 1.38
H: -0.15 2.43 -2.23
H: -1.66 2.08 -1.40
H: -0.85 3.61 -1.12
N: -2.21 -4.61 0.63
C: -1.07 -5.04 0.37
N: 0.02 -5.44 0.13
H: -2.66 -4.63 1.50

=====

Below is a structure of composition C25H20F6LiP2S2Sb in a non-equilibrium geometry, with properties calculated with ωB97M-V/def2-TZVPD.

Values from the calculation:
total charge: -1
HOMO-LUMO gap (spin up / spin down): 7.74 / 6.30 eV
HOMO (spin up / spin down): -5.36 / -5.11 eV
2S+1: 2
<S²>: 0.76
LUMO (spin up / spin down): 2.4 / 1.2 eV

Element x y z (Å)
Li: 2.31 -1.12 -1.72
S: 1.37 -3.24 -0.44
P: -0.12 -1.84 -0.17
C: 0.46 -0.32 -0.67
P: 0.43 1.32 -1.14
S: 1.58 1.78 -2.70
C: -1.15 2.11 -1.10
C: -1.73 2.42 -2.34
C: -3.03 2.86 -2.42
C: -3.77 3.05 -1.21
C: -3.19 2.75 0.06
C: -1.83 2.33 0.08
C: 1.34 2.23 0.15
C: 2.33 1.59 0.93
C: 2.97 2.34 1.97
C: 2.71 3.73 2.06
C: 1.80 4.33 1.21
C: 1.13 3.57 0.24
C: -1.54 -2.50 -1.05
C: -2.75 -1.96 -0.72
C: -3.94 -2.55 -1.15
C: -3.85 -3.81 -1.75
C: -2.62 -4.34 -2.11
C: -1.45 -3.75 -1.68
C: -0.49 -1.74 1.60
C: -1.40 -2.60 2.20
C: -1.32 -2.80 3.59
C: -0.50 -2.02 4.36
C: 0.28 -1.00 3.73
C: 0.29 -0.87 2.36
H: -1.09 2.36 -3.19
H: -3.50 3.10 -3.37
H: -4.74 3.60 -1.21
H: -3.74 2.87 0.98
H: -1.35 2.21 1.07
H: 2.56 0.58 0.69
H: 3.80 1.96 2.61
H: 3.22 4.29 2.85
H: 1.75 5.43 1.16
H: 0.52 4.12 -0.45
H: -2.74 -1.02 -0.17
H: -4.84 -1.97 -1.07
H: -4.82 -4.30 -1.98
H: -2.49 -5.25 -2.68
H: -0.42 -4.18 -1.81
H: -2.23 -3.03 1.67
H: -1.96 -3.58 4.11
H: -0.46 -2.01 5.47
H: 0.81 -0.31 4.31
H: 0.95 -0.18 1.76
F: 3.79 -1.22 -2.94
Sb: 5.30 -0.70 -1.83
F: 6.41 -1.57 -3.05
F: 5.13 -2.26 -0.74
F: 6.67 0.15 -0.74
F: 3.85 0.03 -0.78
F: 5.33 0.93 -2.84

=====

Results for total energy: -402.12810 -272.62526 -292.31446 -3770.92558 -1186.18638 -3290.96682 (in Ha, following the order of the records).